ORCA calculation (the ωB97M-V functional and the def2-TZVPD basis) on a 11-piece molecular cluster, C33H88O11 overall in a non-equilibrium geometry.

Values from the calculation:
Total charge: +1
Strongest force on any atom in eV/A: 5.01
ΔE to the lowest compared entry with this formula, charge and spin in kJ/mol: 22.1
2S+1: 2
Lowest unoccupied orbital energy (alpha / beta) in hartree: -0.0735 / -0.3366

Last column: Löwdin charge in e.
Cartesian coordinates (Å):
C (2.571, 14.327, 26.900)  0.001
C (2.067, 13.644, 25.579)  -0.357
C (2.361, 12.131, 25.646)  0.016
O (0.697, 13.830, 25.263)  0.105
H (2.332, 13.729, 27.780)  0.091
H (2.095, 15.296, 27.048)  0.086
H (3.654, 14.438, 26.866)  0.098
H (2.579, 14.018, 24.692)  0.145
H (3.424, 12.007, 25.852)  0.109
H (2.009, 11.788, 24.673)  0.084
H (1.849, 11.575, 26.431)  0.104
H (0.550, 13.345, 24.448)  0.066
C (1.498, 12.424, 16.471)  -0.022
C (0.120, 13.054, 16.692)  -0.536
C (-0.815, 12.189, 17.461)  -0.046
O (0.259, 14.145, 17.446)  -0.043
H (1.988, 12.213, 17.421)  0.069
H (2.214, 13.087, 15.985)  0.083
H (1.531, 11.463, 15.958)  0.077
H (-0.252, 13.327, 15.704)  0.151
H (-0.790, 11.244, 16.919)  0.075
H (-1.841, 12.555, 17.486)  0.087
H (-0.539, 11.960, 18.490)  0.069
H (-0.167, 14.856, 16.962)  0.121
C (3.069, 12.584, 20.794)  -0.031
C (3.540, 14.074, 20.714)  -0.444
C (3.611, 14.739, 22.122)  -0.058
O (4.840, 14.149, 20.138)  -0.041
H (2.017, 12.604, 21.077)  0.039
H (3.618, 11.975, 21.512)  0.080
H (3.189, 12.180, 19.788)  0.076
H (2.806, 14.616, 20.118)  0.121
H (3.859, 15.800, 22.093)  0.086
H (4.301, 14.231, 22.796)  0.076
H (2.604, 14.638, 22.526)  0.042
H (5.412, 13.630, 20.708)  0.087
C (-0.579, 10.568, 22.028)  -0.035
C (-1.010, 11.832, 22.733)  -0.439
C (-1.371, 11.539, 24.226)  -0.027
O (0.129, 12.672, 22.724)  -0.088
H (0.313, 10.233, 22.557)  0.095
H (-0.341, 10.719, 20.976)  0.066
H (-1.398, 9.854, 21.939)  0.090
H (-1.911, 12.295, 22.330)  0.120
H (-1.946, 10.629, 24.398)  0.089
H (-1.970, 12.364, 24.610)  0.061
H (-0.518, 11.453, 24.899)  0.064
H (0.251, 13.104, 21.876)  0.033
C (-2.118, 9.501, 28.266)  -0.054
C (-1.944, 10.448, 29.398)  -0.521
C (-2.121, 9.764, 30.780)  -0.033
O (-0.711, 11.079, 29.308)  -0.044
H (-2.229, 10.006, 27.306)  0.058
H (-3.070, 8.989, 28.404)  0.088
H (-1.280, 8.815, 28.142)  0.091
H (-2.664, 11.266, 29.363)  0.126
H (-3.135, 9.466, 31.046)  0.081
H (-1.835, 10.461, 31.568)  0.073
H (-1.408, 8.944, 30.853)  0.082
H (-0.782, 11.877, 28.779)  0.028
C (-5.367, 13.515, 27.531)  -0.043
C (-5.868, 12.956, 26.197)  -0.528
C (-5.384, 11.564, 25.966)  -0.046
O (-7.267, 13.002, 26.238)  -0.014
H (-5.815, 12.946, 28.346)  0.090
H (-5.610, 14.564, 27.698)  0.081
H (-4.280, 13.472, 27.591)  0.048
H (-5.438, 13.546, 25.388)  0.104
H (-5.873, 10.953, 26.724)  0.095
H (-4.303, 11.489, 26.089)  0.066
H (-5.573, 11.177, 24.964)  0.061
H (-7.458, 13.935, 26.112)  0.096
C (-4.701, 16.769, 22.519)  -0.036
C (-4.771, 15.748, 23.696)  -0.507
C (-3.431, 15.118, 23.969)  -0.057
O (-5.232, 16.373, 24.846)  -0.033
H (-4.505, 16.250, 21.581)  0.058
H (-3.900, 17.503, 22.600)  0.079
H (-5.636, 17.313, 22.382)  0.085
H (-5.499, 14.983, 23.425)  0.126
H (-2.733, 15.908, 24.245)  0.083
H (-3.039, 14.555, 23.122)  0.067
H (-3.461, 14.483, 24.855)  0.053
H (-4.887, 17.266, 24.914)  0.097
C (-5.578, 11.756, 22.189)  -0.054
C (-5.452, 12.707, 21.025)  -0.513
C (-4.405, 12.218, 20.034)  -0.063
O (-6.637, 12.817, 20.300)  -0.023
H (-5.681, 10.705, 21.917)  0.090
H (-6.433, 12.011, 22.816)  0.084
H (-4.741, 11.862, 22.879)  0.061
H (-5.207, 13.712, 21.370)  0.122
H (-4.569, 11.184, 19.732)  0.087
H (-3.406, 12.216, 20.472)  0.055
H (-4.364, 12.842, 19.141)  0.082
H (-6.729, 11.944, 19.912)  0.092
C (0.275, 16.137, 20.699)  -0.040
C (-0.670, 14.966, 20.758)  -0.441
C (-1.874, 15.224, 19.902)  -0.042
O (-0.037, 13.786, 20.200)  -0.089
H (-0.188, 17.048, 21.078)  0.089
H (0.694, 16.457, 19.745)  0.094
H (1.182, 15.937, 21.270)  0.057
H (-0.971, 14.795, 21.791)  0.122
H (-2.540, 14.361, 19.869)  0.064
H (-1.707, 15.418, 18.843)  0.083
H (-2.431, 16.086, 20.268)  0.078
H (0.161, 13.959, 19.276)  0.046
C (2.107, 8.457, 18.429)  -0.026
C (0.812, 8.074, 17.659)  -0.514
C (-0.370, 8.483, 18.482)  -0.076
O (0.778, 8.722, 16.442)  -0.034
H (2.871, 8.952, 17.829)  0.078
H (2.561, 7.655, 19.011)  0.077
H (1.747, 9.191, 19.150)  0.053
H (0.762, 7.001, 17.471)  0.135
H (-1.252, 8.160, 17.928)  0.082
H (-0.524, 9.549, 18.650)  0.055
H (-0.431, 8.037, 19.475)  0.086
H (-0.112, 8.532, 16.136)  0.090
C (-1.667, 15.403, 27.390)  -0.034
C (-0.815, 14.504, 28.219)  -0.446
C (-1.487, 14.301, 29.579)  -0.020
O (-0.739, 13.289, 27.514)  0.036
H (-1.096, 15.826, 26.564)  0.084
H (-2.081, 16.258, 27.925)  0.101
H (-2.552, 14.888, 27.018)  0.072
H (0.196, 14.865, 28.410)  0.143
H (-1.621, 15.256, 30.087)  0.098
H (-0.908, 13.661, 30.245)  0.088
H (-2.442, 13.789, 29.463)  0.084
H (-0.291, 13.454, 26.681)  0.050